(1)
{"formula": "C6H13NO", "method": "ωB97M-V/def2-TZVPD", "symbols": ["O", "C", "N", "C", "C", "C", "C", "C", "H", "H", "H", "H", "H", "H", "H", "H", "H", "H", "H", "H", "H"], "xyz": [[-0.21203, -2.61343, 0.13163], [-0.32170, -2.04390, 1.19735], [0.06454, -0.77117, 1.43009], [0.51443, 0.14529, 0.39977], [-0.64129, 1.06799, 0.01069], [-0.44802, 1.83520, -1.30078], [-0.72998, 0.92541, -2.50708], [1.69461, 0.99506, 0.93445], [-0.73951, -2.52980, 2.08990], [-0.09722, -0.34959, 2.33010], [0.89546, -0.44049, -0.43442], [-1.56850, 0.49051, -0.11798], [-0.92354, 1.61872, 0.92017], [0.54094, 2.24351, -1.38382], [-1.19008, 2.63976, -1.31078], [-1.66728, 0.39932, -2.33525], [0.09651, 0.23212, -2.65400], [-0.88225, 1.54293, -3.38807], [2.63301, 0.72354, 0.46731], [1.75077, 0.86049, 2.01843], [1.50015, 2.05032, 0.74782]], "orbital_gap_ev": 10.520}


(2)
{"formula": "C6H13NO", "method": "ωB97M-V/def2-TZVPD", "symbols": ["C", "C", "C", "O", "H", "H", "H", "H", "H", "H", "H", "H", "C", "C", "N", "C", "H", "H", "H", "H", "H"], "xyz": [[-1.92577, 0.54893, -0.36973], [-1.12632, -0.75127, 0.78993], [-0.77642, -0.05082, 2.07963], [-2.32288, 0.06043, -1.49245], [-0.97985, -0.52231, -2.02688], [-1.16813, 1.35904, -0.39632], [-2.69448, 0.76790, 0.38732], [-2.06722, -1.29895, 0.82893], [-0.39298, -1.52549, 0.54861], [-0.54105, -0.75120, 2.88629], [0.10152, 0.59141, 1.94390], [-1.59839, 0.58444, 2.41910], [2.79555, 0.87753, -0.00853], [0.18827, -0.80403, -1.98076], [1.43794, 0.41505, -0.10630], [0.70851, -0.20992, -0.79782], [3.39436, 0.55706, -0.86560], [2.78925, 1.96598, 0.04876], [3.23328, 0.49207, 0.91218], [0.25311, -1.89002, -1.93308], [0.69170, -0.41584, -2.86722]], "orbital_gap_ev": [7.514, 7.515]}


(3)
{"formula": "C6H13NO", "method": "ωB97M-V/def2-TZVPD", "symbols": ["C", "N", "C", "O", "C", "C", "C", "C", "H", "H", "H", "H", "H", "H", "H", "H", "H", "H", "H", "H", "H"], "xyz": [[-0.81682, 0.60095, -1.06549], [-0.29862, 1.88021, -0.57943], [0.71112, 2.49278, -1.44573], [1.84182, 1.67257, -1.67065], [-0.05199, -0.65683, -0.57020], [-0.76621, -1.41118, 0.58621], [0.12502, -1.60558, 1.79740], [-0.30492, -2.06563, 2.96806], [-0.57538, 0.61257, -2.13727], [-1.87902, 0.51255, -0.87194], [0.18660, 1.73793, 0.29925], [1.17402, 3.29742, -0.88090], [0.16739, 2.82852, -2.32808], [1.78645, 1.05203, -2.43063], [0.95824, -0.40158, -0.24534], [0.14947, -1.38633, -1.35693], [-1.01931, -2.42050, 0.25200], [-1.67597, -0.88682, 0.87298], [1.17402, -1.33573, 1.76300], [0.42192, -2.18560, 3.76822], [-1.30784, -2.33175, 3.27548]], "orbital_gap_ev": 10.102}


(4)
{"formula": "C6H13NO", "method": "ωB97M-V/def2-TZVPD", "symbols": ["C", "C", "C", "O", "H", "H", "H", "H", "H", "H", "C", "N", "C", "C", "H", "H", "H", "H", "H", "H", "H"], "xyz": [[1.06776, 1.17213, 1.18904], [-0.12393, 0.24919, 1.03116], [-0.67612, -0.27664, 2.17534], [-1.18264, 0.92484, 0.09033], [-1.72012, 1.64668, 0.47079], [1.97390, 0.58143, 1.34601], [1.24009, 1.77333, 0.29543], [0.95195, 1.84041, 2.04456], [-1.56426, -0.89271, 2.13983], [-0.17162, -0.18229, 3.12838], [0.34871, 0.62044, -2.40222], [-0.27214, -2.28918, -0.13428], [0.21988, -0.96712, -0.38358], [-0.39677, -0.27012, -1.47101], [0.02745, -2.58201, 0.79462], [-1.28825, -2.29065, -0.11631], [1.31029, -0.97790, -0.42569], [-1.37397, -0.60157, -1.80059], [1.19300, 1.10797, -1.91378], [0.73722, 0.02239, -3.23588], [-0.30044, 1.39139, -2.82216]], "orbital_gap_ev": [7.898, 7.065]}


(5)
{"formula": "C6H13NO", "method": "ωB97M-V/def2-TZVPD", "symbols": ["C", "C", "C", "C", "N", "C", "C", "O", "H", "H", "H", "H", "H", "H", "H", "H", "H", "H", "H", "H", "H"], "xyz": [[0.81187, -0.30516, -0.73148], [1.47359, -0.59066, 1.62395], [1.80994, 0.80163, -1.09363], [-3.02085, -0.00886, -0.00642], [1.25891, -1.20532, 0.32880], [-0.54052, 0.26522, -0.35323], [-1.64750, -0.47098, -0.39836], [-0.50838, 1.56952, 0.05356], [-1.40573, 1.85220, 0.26539], [2.11218, -1.66824, 0.02976], [0.66629, -0.94587, -1.61090], [-1.56145, -1.48629, -0.74721], [1.69323, -1.37976, 2.34261], [0.55680, -0.09021, 1.93012], [2.29381, 0.13977, 1.64807], [2.77976, 0.36477, -1.32634], [1.92045, 1.50189, -0.27110], [1.45439, 1.34885, -1.96230], [-3.53971, 0.44099, -0.85571], [-3.61209, -0.85606, 0.33167], [-2.99497, 0.72260, 0.80278]], "orbital_gap_ev": 9.156}


(6)
{"formula": "C6H13NO", "method": "ωB97M-V/def2-TZVPD", "symbols": ["C", "C", "C", "C", "C", "N", "C", "O", "H", "H", "H", "H", "H", "H", "H", "H", "H", "H", "H", "H", "H"], "xyz": [[-0.33313, 1.17393, -0.71915], [0.00386, -0.97607, 2.49304], [-1.07050, 0.09195, -1.47647], [0.83761, 1.89446, -1.33978], [-0.22899, -0.25608, -0.27608], [-1.03234, -0.58480, 0.97576], [1.02136, -1.05603, -0.35703], [0.54532, -2.08370, 2.22701], [0.89995, -1.96463, 0.49169], [-0.95415, 1.81863, -0.10357], [-1.74747, 0.11070, 1.16522], [-1.47696, -1.49054, 0.85159], [0.61860, -0.06242, 2.41396], [-0.80719, -0.89626, 3.23244], [-0.69369, -0.20037, -2.44594], [-2.15005, 0.06030, -1.40014], [0.49149, 2.77113, -1.88564], [1.53789, 2.22045, -0.57132], [1.37306, 1.24737, -2.02957], [1.85183, -0.55542, 0.13834], [1.31349, -1.26261, -1.38435]], "orbital_gap_ev": 9.282}


(7)
{"formula": "C6H13NO", "method": "ωB97M-V/def2-TZVPD", "symbols": ["C", "C", "C", "N", "C", "C", "C", "O", "H", "H", "H", "H", "H", "H", "H", "H", "H", "H", "H", "H", "H"], "xyz": [[-2.21908, 1.09038, -0.79608], [-1.84762, 2.38332, -1.09370], [-2.24047, 0.65824, 0.49654], [1.95619, -0.07545, 1.05411], [3.03655, 0.39267, 0.30131], [1.00548, -0.82771, 0.18356], [0.09517, -2.05727, 0.50820], [-0.55949, -2.87757, -0.84588], [-2.45982, 0.51214, -1.69032], [-2.52066, -0.39650, 0.65994], [-1.62511, 2.95512, -0.17210], [3.98179, -0.11819, 0.51641], [-2.12744, 2.95912, -1.93643], [-2.07437, 1.42127, 1.25328], [-1.02065, -2.13946, -0.02151], [-0.35539, -1.84709, 1.51075], [2.98026, 0.32471, -0.79831], [3.27084, 1.39697, 0.67419], [1.32099, -1.07682, -0.85264], [0.60581, 0.18559, 0.28996], [0.79703, -2.86350, 0.75872]], "orbital_gap_ev": 3.586}


(8)
{"formula": "C6H13NO", "method": "ωB97M-V/def2-TZVPD", "symbols": ["C", "C", "N", "O", "H", "H", "H", "H", "H", "C", "C", "C", "C", "H", "H", "H", "H", "H", "H", "H", "H"], "xyz": [[-1.91966, 1.15273, -0.24649], [-1.16990, -0.15949, -0.39268], [-2.00509, -1.25752, -0.41358], [-0.17657, -0.21679, -1.29016], [-2.87838, -1.24620, 0.09017], [-1.55601, -2.13659, -0.61850], [-2.61937, 1.13202, 0.59027], [-1.22343, 1.97504, -0.11228], [-2.46853, 1.31753, -1.17830], [1.83956, -1.27360, -0.13075], [1.68467, 1.25558, -0.10518], [1.01478, -0.05815, 0.16878], [0.00004, -0.14602, 1.18140], [2.51029, 1.37101, 0.60582], [2.29247, -1.21233, -1.11877], [2.62851, -1.34437, 0.62677], [1.23546, -2.17779, -0.07393], [2.08547, 1.28613, -1.11687], [1.00414, 2.09319, 0.03391], [-0.18767, 0.73239, 1.78749], [-0.09077, -1.08678, 1.71287]], "orbital_gap_ev": 8.453}


(9)
{"formula": "C6H13NO", "method": "ωB97M-V/def2-TZVPD", "symbols": ["C", "N", "C", "C", "C", "C", "C", "H", "H", "H", "H", "H", "H", "H", "H", "H", "H", "H", "H", "H", "O"], "xyz": [[0.96959, -1.81985, 2.01721], [1.24932, 0.38547, 0.23778], [-0.01484, 0.04839, 0.54421], [-0.20209, -1.16259, 1.26643], [-3.09798, 1.62579, -0.92156], [-2.11310, 0.56458, -0.59392], [-1.06960, 0.92816, 0.18122], [1.59378, -2.18829, 1.17698], [0.56102, -2.71582, 2.57798], [1.59899, -1.39928, 2.79380], [1.54571, 0.92373, -0.60143], [1.90153, -0.26856, 0.41964], [-1.14909, -1.65705, 1.29961], [-2.86803, 2.53810, -0.36318], [-3.97172, 1.16833, -0.50433], [-2.95095, 1.83955, -1.93134], [-2.34887, -0.31144, -1.07180], [-1.10445, 1.97732, 0.56602], [3.89027, 0.02729, -1.63926], [3.46379, -0.93890, -2.64772], [3.03262, -0.35002, -2.08762]], "orbital_gap_ev": 7.406}


(10)
{"formula": "C6H13NO", "method": "ωB97M-V/def2-TZVPD", "symbols": ["C", "C", "C", "N", "C", "C", "C", "H", "H", "H", "H", "H", "H", "H", "H", "H", "H", "H", "H", "H", "O"], "xyz": [[-0.52297, 1.78730, 1.10476], [-0.40639, 1.06270, -0.19513], [0.58691, 0.24162, -0.51237], [1.53957, -0.24988, 0.41856], [-1.35887, 1.38827, -1.33745], [-2.66251, 0.62681, -1.33009], [-3.16264, -0.08341, -0.33502], [-0.16602, 2.78453, 0.81687], [-1.45857, 1.86422, 1.65421], [0.24819, 1.39641, 1.77434], [0.73097, -0.22723, -1.46695], [1.44092, -0.96470, 1.11372], [2.51458, -0.12377, 0.18055], [-0.80616, 1.37729, -2.27435], [-1.70503, 2.41978, -1.17976], [-3.21467, 0.86313, -2.23027], [-4.19803, -0.33769, -0.39188], [-2.61132, -0.44107, 0.52527], [5.14799, -5.09960, 0.76543], [5.37449, -3.85640, 1.62741], [4.68956, -4.42830, 1.27213]], "orbital_gap_ev": 9.141}